The following is a DFT calculation (wB97M-V/def2-TZVPD) of a structure of composition C37H34F5GeN3NaO4S2.

The HOMO-LUMO gap (alpha / beta) comes out at 5.79 / 6.93 eV. The energy relative to the best compared isomer or geometry (same formula, charge and spin) comes out at 0.186 eV.

Geometry as ORCA input:
```
! RIJCOSX wB97M-V def2-TZVPD def2/J DEFGRID3
* xyz 0 2
Ge 2.159 -1.358 -2.283
S 3.486 1.163 -0.930
S -3.861 4.348 3.148
Na 1.969 -0.219 0.737
F 1.305 2.078 0.976
F 2.978 2.787 -3.401
F -0.806 5.118 -1.899
F -0.612 3.874 0.515
F 1.022 4.558 -3.841
O 0.100 0.672 6.378
O -3.637 5.657 3.697
O -1.743 1.721 5.956
O -5.001 3.566 3.560
N -1.516 1.059 3.254
N -0.763 1.072 5.625
N 0.122 -0.125 2.344
C 1.144 -0.612 -4.915
C 1.518 -3.222 -2.022
C -5.142 5.260 0.958
C -0.534 1.044 -5.405
C -0.085 -4.957 -1.303
C 3.605 -2.045 3.316
C 0.205 -3.593 -1.582
C 3.434 -2.936 1.084
C 0.926 -5.937 -1.470
C 2.258 2.368 -1.189
C -1.661 0.687 0.790
C 3.951 -1.551 -3.040
C 2.229 -3.547 1.420
C -0.845 -2.654 -1.434
C 0.185 4.243 -1.675
C -1.383 -5.322 -0.865
C -2.092 -3.036 -1.028
C 1.035 -0.356 -3.547
C -0.614 0.741 4.246
C -3.895 4.487 1.376
C 2.416 -2.680 3.658
C 2.167 -5.576 -1.904
C 0.128 0.619 -3.132
C 1.300 2.698 -0.235
C -2.368 -4.387 -0.729
C -1.011 0.535 2.120
C 4.118 -2.178 2.028
C 0.286 3.605 -0.458
C 0.366 0.078 -5.837
C -0.653 1.314 -4.048
C 1.721 -3.418 2.707
C -2.410 3.369 3.471
C 0.381 0.017 3.673
C 1.119 3.959 -2.651
C 2.128 3.046 -2.405
C -2.725 1.882 3.326
C 2.455 -4.218 -2.175
H -3.282 1.693 2.412
H -3.359 -4.678 -0.407
H -3.334 1.546 4.156
H 1.243 -0.410 4.156
H 0.467 -0.135 -6.894
H -2.975 4.991 1.084
H 0.790 -3.904 2.969
H -5.175 5.332 -0.128
H -1.583 -6.367 -0.654
H 4.147 -1.469 4.057
H -6.046 4.758 1.301
H 2.938 -6.324 -2.043
H -1.347 2.073 -3.703
H -2.118 3.623 4.490
H -3.889 3.471 0.973
H -2.659 0.246 0.780
H 4.628 -2.029 -2.330
H 3.456 -3.967 -2.510
H 3.842 -3.062 0.089
H -0.658 -1.624 -1.697
H 5.058 -1.706 1.769
H 1.700 -4.141 0.684
H -1.058 0.166 0.054
H -2.885 -2.303 -0.953
H -1.623 3.699 2.784
H 0.692 -6.974 -1.255
H 0.035 0.858 -2.075
H -1.745 1.736 0.502
H 2.032 -2.603 4.670
H 4.328 -0.552 -3.261
H 1.846 -1.357 -5.274
H 3.936 -2.144 -3.957
H -5.127 6.268 1.370
H -1.136 1.589 -6.122
*
```